(1)
{"formula": "C25H76N8O13", "method": "ωB97M-V with the def2-TZVPD basis set", "symbols": ["H", "C", "H", "O", "C", "H", "H", "C", "H", "H", "O", "H", "H", "H", "O", "N", "O", "H", "O", "H", "H", "H", "H", "C", "H", "O", "N", "H", "H", "C", "H", "H", "H", "C", "H", "C", "C", "H", "H", "C", "C", "H", "C", "H", "C", "H", "H", "H", "N", "O", "H", "H", "H", "H", "H", "O", "C", "H", "H", "H", "H", "N", "C", "H", "H", "O", "C", "H", "H", "C", "C", "C", "H", "H", "H", "H", "H", "H", "H", "O", "H", "H", "H", "H", "H", "H", "H", "H", "H", "H", "H", "N", "H", "C", "H", "H", "C", "H", "N", "C", "H", "N", "H", "C", "H", "C", "H", "H", "C", "H", "H", "H", "N", "H", "H", "O", "O", "H", "O", "H", "C", "H"], "positions_angstrom": [[-20.437, -12.165, 3.942], [-16.131, -16.445, 0.054], [-18.988, -16.402, -0.782], [-19.957, -15.714, 1.657], [-16.652, -15.790, 1.324], [-20.887, -11.289, 1.065], [-22.869, -15.926, 0.047], [-20.842, -19.825, 1.805], [-22.256, -11.517, 4.504], [-16.942, -12.347, 2.815], [-21.157, -10.450, 2.427], [-25.313, -14.432, 0.281], [-19.746, -19.624, -2.929], [-22.387, -17.740, 4.618], [-20.965, -21.207, 2.173], [-19.621, -17.998, 4.156], [-18.224, -14.286, 4.142], [-22.780, -19.339, 1.918], [-22.818, -16.564, 0.807], [-20.040, -11.736, -0.374], [-18.404, -16.283, 1.570], [-23.935, -13.614, -2.270], [-24.103, -11.485, 3.956], [-24.418, -15.692, -2.144], [-18.940, -19.862, 1.862], [-22.925, -14.440, -0.894], [-17.468, -12.891, 5.849], [-23.924, -16.576, -1.674], [-15.664, -15.719, -0.576], [-18.957, -10.620, 2.260], [-17.472, -11.905, 6.068], [-20.435, -13.820, -1.230], [-22.335, -14.810, 5.304], [-24.138, -16.669, 1.339], [-24.816, -16.867, 0.443], [-22.139, -11.311, -0.452], [-19.386, -19.277, -1.926], [-19.658, -18.465, 3.198], [-19.535, -13.693, -2.700], [-22.275, -15.811, 5.582], [-22.733, -16.716, 4.482], [-25.979, -13.560, -1.121], [-23.779, -12.502, 4.101], [-23.765, -16.737, 4.235], [-15.604, -15.217, 2.241], [-19.597, -18.438, 1.078], [-15.218, -14.391, 1.691], [-24.416, -15.764, 1.875], [-20.962, -11.544, 0.065], [-23.259, -10.879, 0.301], [-18.819, -11.685, 2.116], [-20.251, -19.420, 6.693], [-19.514, -13.738, 1.998], [-23.063, -14.968, 7.572], [-18.412, -13.707, -0.883], [-17.497, -16.532, 1.884], [-17.539, -13.195, 4.575], [-21.551, -18.179, -2.694], [-20.836, -10.887, 5.119], [-18.067, -10.251, 2.791], [-21.871, -18.031, 1.612], [-21.853, -18.997, 1.819], [-19.642, -17.790, -1.714], [-23.061, -13.990, 2.780], [-16.294, -11.579, 4.147], [-21.097, -15.979, 5.862], [-20.159, -10.334, 3.157], [-23.990, -15.525, -3.150], [-24.489, -14.472, 4.679], [-23.195, -15.845, 6.837], [-20.162, -11.263, 4.344], [-25.068, -13.791, -0.566], [-23.014, -16.811, 7.314], [-25.081, -13.120, 5.798], [-19.211, -11.237, 4.844], [-21.501, -16.724, -1.777], [-19.145, -17.295, -2.557], [-24.247, -15.819, 6.576], [-24.339, -13.023, 1.998], [-19.244, -17.288, -0.627], [-21.556, -18.198, -0.862], [-18.282, -19.381, -1.858], [-20.626, -17.771, 6.243], [-22.699, -12.384, 2.214], [-21.855, -9.899, 2.820], [-22.312, -16.440, 3.521], [-20.369, -17.261, 4.120], [-21.361, -11.731, -2.342], [-22.515, -13.541, -0.949], [-20.236, -15.210, -2.362], [-18.269, -13.321, 6.303], [-19.703, -19.221, 1.757], [-20.944, -14.253, 2.834], [-19.786, -14.370, -1.904], [-25.526, -15.838, -2.286], [-18.997, -10.127, 1.278], [-23.512, -13.017, 2.710], [-15.500, -17.253, 0.229], [-22.205, -11.684, -1.701], [-20.374, -14.395, 1.913], [-24.726, -12.839, -0.124], [-16.778, -12.422, 3.843], [-14.791, -15.920, 2.350], [-19.612, -19.040, 4.940], [-17.243, -14.948, 0.977], [-24.845, -13.476, 4.739], [-16.936, -16.942, -0.509], [-23.154, -11.489, -2.137], [-24.030, -14.385, -1.487], [-15.906, -14.780, 3.168], [-20.776, -15.206, 6.320], [-21.083, -14.134, 1.109], [-20.052, -18.620, 6.106], [-25.735, -13.490, 4.079], [-24.263, -17.428, 2.045], [-22.813, -12.235, 4.877], [-18.910, -20.195, 4.863], [-20.021, -9.331, 3.497], [-18.645, -14.639, -1.098], [-20.455, -15.941, 0.845], [-21.176, -17.750, -1.770], [-19.842, -19.902, -1.192]], "atomic_forces_ev_per_a": [[-0.4, -2.7, -0.2], [-0.8, 0.6, -0.7], [0.9, 1.6, 0.4], [-0.9, -0.4, -0.8], [2.7, 3.9, -3.2], [-0.3, -0.2, -1.0], [0.3, -0.5, 1.1], [-2.5, -8.7, 3.5], [-0.7, -1.1, 0.5], [0.3, -0.8, 1.5], [-8.9, 0.4, -3.6], [-0.1, -0.2, -0.1], [0.4, 0.5, 0.8], [-0.2, -0.2, 0.3], [0.5, 7.4, -2.5], [-0.8, 1.0, -6.9], [3.1, 5.7, 1.7], [-0.4, -0.8, 0.0], [-0.2, 0.4, -0.2], [-1.7, 0.2, -0.1], [0.8, -0.6, 1.0], [-0.4, -0.2, -0.6], [-2.5, 0.4, -0.8], [-0.2, -0.3, -1.2], [0.7, -0.1, -0.1], [8.6, 0.0, 3.5], [-1.6, 0.2, 3.5], [-0.5, 0.6, -0.3], [0.6, 0.4, -0.6], [1.4, 0.4, 0.5], [0.4, 0.0, 0.0], [-0.9, -0.3, -0.3], [-1.2, 2.1, -1.5], [-0.6, 1.2, -2.6], [0.3, 0.3, 1.5], [-5.0, 2.2, 4.8], [2.2, 0.1, -0.8], [0.9, 1.7, 1.0], [0.3, 0.4, -0.7], [-10.7, 2.1, -0.9], [0.6, -0.8, -1.0], [-0.2, -0.1, 0.1], [-7.0, -0.6, -4.0], [-1.2, 0.1, 0.5], [1.0, -0.3, -0.9], [0.3, -0.7, 0.8], [0.9, 0.8, -0.6], [-0.2, 0.4, -0.2], [3.0, 0.2, 2.9], [5.9, -2.2, -4.2], [-0.1, -0.3, -0.1], [0.1, 0.4, 0.5], [0.1, 0.1, -0.3], [0.3, -1.3, -1.1], [0.6, -1.5, 0.4], [-5.7, -5.1, 3.7], [-3.2, -6.3, -2.9], [-0.2, -0.4, 0.1], [-0.1, -0.2, -0.1], [-0.1, -0.2, -0.4], [0.8, 1.1, -0.4], [-2.9, -0.1, -0.2], [-4.0, -4.0, -6.7], [0.0, -0.8, -0.1], [-0.3, -0.7, 0.6], [11.0, -2.3, 2.7], [8.5, 0.6, 3.8], [-0.2, -1.0, 0.2], [0.6, -0.9, 0.4], [-0.3, 0.2, 0.6], [0.6, 2.8, 1.1], [-1.1, 0.7, 0.5], [0.0, 0.1, 0.4], [0.1, -0.8, -1.4], [0.5, -0.4, 0.0], [-0.4, 0.7, 0.1], [-0.4, 0.1, -0.5], [-0.2, 0.0, -0.2], [-0.1, 0.1, 0.5], [2.2, 1.2, 6.8], [-0.2, -0.4, 0.0], [-0.5, -0.6, -0.2], [0.8, -1.0, -0.4], [-1.1, -0.6, 0.6], [-0.6, -0.6, -1.0], [0.6, 0.4, -0.2], [1.3, -1.3, 1.0], [-1.7, 0.2, 1.3], [-0.1, -1.1, 0.4], [-0.3, -1.1, 0.1], [0.5, -0.2, 0.4], [3.6, 1.0, -2.4], [0.2, -0.5, 0.2], [0.0, 1.5, 0.7], [1.2, 0.1, 0.4], [-0.2, 0.1, 0.4], [2.5, 0.7, -1.1], [1.7, -1.3, 0.7], [-2.3, -0.1, -5.2], [-0.8, 0.6, -0.2], [0.1, -0.3, -0.4], [1.2, 2.2, -4.6], [0.3, -0.2, 0.5], [4.3, -4.0, 2.3], [0.2, 1.4, -0.6], [-0.2, 2.6, 0.3], [0.0, 0.6, 0.3], [2.0, -0.3, 0.5], [-7.5, 1.9, -3.1], [-0.7, -0.4, 0.6], [0.7, 0.0, 0.2], [0.4, 0.5, 0.2], [-2.3, -1.3, 4.4], [0.2, 0.4, 0.6], [0.3, -1.6, 0.9], [7.4, 0.3, 4.6], [-3.6, 4.9, -0.7], [0.2, 1.2, 0.5], [0.3, 1.1, -0.5], [0.5, -0.5, 0.8], [0.3, 1.2, -0.9], [-0.4, -0.4, 0.7]], "total_energy_ev": -65685.7005, "de_lowest_kcal_mol": 306.09, "multiplicity": 1, "e_lumo_ha": -0.0281}



(2)
{"formula": "C25H81BrIN2O25PS", "method": "ωB97M-V with the def2-TZVPD basis set", "symbols": ["O", "H", "H", "H", "H", "O", "H", "H", "H", "C", "H", "H", "H", "H", "H", "H", "H", "O", "O", "H", "H", "H", "O", "C", "H", "H", "C", "N", "H", "O", "O", "H", "C", "O", "O", "C", "C", "H", "H", "H", "N", "H", "H", "H", "H", "O", "H", "H", "H", "H", "H", "C", "H", "C", "H", "H", "H", "C", "H", "H", "H", "H", "C", "H", "O", "H", "C", "H", "H", "H", "H", "C", "H", "H", "C", "C", "H", "H", "Br", "C", "S", "C", "P", "H", "H", "C", "C", "I", "C", "H", "H", "H", "C", "H", "H", "C", "H", "O", "H", "H", "C", "H", "O", "H", "O", "H", "H", "H", "O", "H", "O", "C", "H", "H", "C", "H", "O", "H", "H", "H", "O", "O", "O", "H", "O", "H", "H", "H", "H", "O", "H", "O", "H", "O", "H", "O", "C"], "positions_angstrom": [[3.465, -0.037, 2.871], [-5.097, -5.453, 0.687], [-1.075, 0.343, -4.241], [-1.242, 1.184, 1.216], [0.903, 0.725, 0.644], [-8.963, 4.407, -5.406], [7.327, 0.704, -0.130], [1.771, -0.576, -1.886], [5.015, 4.041, 2.468], [2.529, 1.312, -1.152], [3.152, 1.672, -0.325], [-3.135, -0.091, 1.143], [-0.279, -0.513, -2.896], [7.062, -7.393, -6.641], [-4.899, 4.473, 4.356], [9.916, -6.033, -8.419], [5.851, 0.410, 4.974], [-5.175, 1.227, 5.887], [-8.926, 1.460, -5.177], [-2.491, -2.486, 0.843], [7.057, -0.801, 0.747], [-0.016, -1.041, 1.938], [3.719, -2.164, -1.795], [1.233, 2.699, 1.292], [-7.192, -1.323, 6.559], [-5.358, 2.129, 5.599], [7.377, 0.233, 0.851], [1.146, 1.801, -1.057], [-6.838, -3.916, -2.898], [-3.287, 1.165, -2.962], [2.197, 2.029, 2.098], [-5.743, -3.352, 0.114], [-1.215, -1.296, -0.521], [3.706, 5.496, 4.491], [-5.227, 7.109, 6.995], [-0.985, -1.519, 2.051], [4.632, -4.157, -2.704], [0.499, 3.156, 1.957], [4.994, 1.441, 3.845], [-2.536, 1.775, -2.978], [-1.432, 3.128, 0.451], [-8.084, 4.591, -5.063], [1.783, 3.488, 0.785], [0.624, 1.280, 3.230], [1.744, 2.364, 4.053], [4.592, -6.454, -4.748], [-6.579, -3.132, 1.631], [6.730, 2.071, 1.732], [-8.036, 1.592, -4.824], [8.410, 0.228, 1.191], [-4.577, -1.371, 1.977], [-0.937, 1.710, 0.313], [-9.007, 3.442, -5.462], [-5.250, -1.490, 1.130], [-5.182, 5.084, 5.725], [1.787, -0.518, 3.914], [-0.559, 2.733, -6.357], [4.856, -2.865, -1.977], [-3.850, 0.933, -0.056], [2.947, 1.689, -2.083], [-1.250, -1.984, -1.367], [-0.088, 2.577, -4.919], [-2.180, -0.103, -0.812], [7.960, -6.290, -6.127], [-6.665, -3.374, -2.122], [-6.027, 0.771, 5.830], [1.678, 1.556, 3.320], [1.104, 5.581, 1.173], [3.786, 6.323, 4.976], [-8.398, -0.413, 6.356], [4.688, -3.990, -3.773], [2.461, 0.327, 3.805], [5.106, -1.255, 2.797], [4.299, -1.219, 4.367], [-3.421, -0.061, 0.095], [-1.471, -2.133, 0.743], [1.344, -4.077, 2.952], [5.373, -4.887, -2.404], [0.952, 3.512, -1.798], [0.610, 1.711, 0.292], [-3.727, 3.593, 1.936], [4.597, -0.612, 3.513], [-2.739, -0.360, -2.586], [4.364, -0.287, -2.391], [3.654, -4.561, -2.456], [-2.434, 3.321, 1.107], [5.565, 0.506, 3.928], [-0.297, -3.963, 0.455], [-5.620, -2.972, 1.129], [-4.994, 7.558, 7.813], [-3.659, -5.526, 1.716], [-0.195, -0.924, -0.488], [3.905, -0.763, -1.525], [-6.977, -2.498, -2.366], [5.978, 3.523, 3.523], [-4.231, -4.890, 1.044], [5.484, -6.223, -5.057], [5.870, 4.227, 2.873], [9.024, -7.143, -8.954], [4.542, -0.662, -0.649], [6.494, 1.006, 1.803], [-3.585, -4.667, 0.188], [-1.513, 1.191, -0.841], [-4.051, -2.020, -0.541], [1.462, -3.830, 3.876], [-6.160, -0.911, 1.260], [4.532, 5.420, 3.994], [-9.032, 0.510, -5.265], [1.738, 6.255, 1.437], [5.448, 0.895, 1.506], [-5.333, 4.293, 5.194], [-4.513, -1.104, -0.177], [2.882, 0.552, 4.786], [0.882, -4.429, 4.358], [2.535, -0.209, -1.205], [1.932, 3.660, -8.193], [-4.593, -3.733, 1.761], [2.304, 5.818, 2.083], [-5.310, 1.620, -3.391], [-0.847, -2.312, 2.782], [-6.206, 1.459, -3.716], [7.138, -6.752, -5.929], [5.938, -2.490, -1.598], [4.729, -7.251, -4.228], [9.093, -6.499, -8.242], [-5.604, 7.798, 6.439], [2.276, -0.591, -0.213], [-5.256, -0.746, -0.882], [-6.258, 0.500, -3.766], [-7.495, -0.557, 6.061], [-1.193, -1.405, -4.093], [-0.224, 2.079, -5.732], [1.116, 2.558, -7.531], [1.027, 3.384, -8.023], [-1.740, -0.857, 2.473], [6.730, 0.577, 3.143], [-1.162, -0.476, -3.529]], "atomic_forces_ev_per_a": [[-0.1, -0.3, 0.2], [-0.1, 0.0, 0.0], [0.0, 0.1, 0.0], [-0.1, -0.2, 0.1], [0.1, -0.2, 0.0], [0.1, 0.0, 0.0], [0.1, 0.0, -0.1], [0.1, 0.1, -0.3], [0.1, -0.1, -0.1], [0.0, 0.1, -0.3], [0.1, 0.0, 0.0], [0.1, -0.1, 0.1], [0.1, 0.2, 0.0], [-0.1, 0.0, 0.0], [0.1, 0.0, 0.0], [0.0, 0.0, 0.0], [0.4, -0.1, 0.0], [-0.1, 0.0, -0.1], [0.2, 0.1, 0.0], [0.0, -0.1, -0.1], [-0.1, -0.1, 0.0], [0.1, 0.3, -0.1], [0.1, 0.2, -0.5], [0.3, -0.4, 0.8], [0.1, 0.0, 0.0], [0.1, 0.1, 0.1], [-0.1, 0.0, 0.0], [-0.1, -0.5, -0.2], [0.0, 0.0, 0.0], [0.3, -0.2, -0.1], [0.1, 0.1, -0.3], [-0.1, 0.2, -0.2], [-0.6, 0.0, 0.3], [0.0, 0.0, -0.2], [0.0, 0.0, -0.1], [-0.3, -0.6, 0.1], [-0.4, 0.0, 0.6], [-0.2, 0.1, -0.2], [0.0, 0.1, 0.0], [-0.1, 0.3, 0.2], [-0.6, -0.7, 0.5], [0.0, 0.0, 0.0], [-0.1, 0.1, -0.2], [-0.1, 0.0, -0.2], [-0.1, 0.0, 0.1], [0.0, 0.1, 0.0], [0.1, -0.1, 0.3], [0.0, 0.1, 0.1], [0.1, -0.1, 0.1], [0.1, 0.1, 0.0], [-0.2, 0.3, 0.2], [0.2, 0.7, -0.2], [-0.2, 0.1, 0.0], [0.1, -0.7, -0.6], [0.0, 0.0, 0.2], [-0.2, -0.2, 0.2], [0.0, 0.0, 0.0], [0.6, -0.4, 0.2], [0.0, 0.1, 0.1], [0.0, 0.1, 0.0], [0.0, 0.0, -0.1], [0.1, 0.0, 0.0], [0.2, -0.1, -0.1], [0.0, 0.0, -0.1], [0.0, 0.0, -0.1], [0.1, 0.0, 0.1], [0.1, 0.0, 0.1], [0.0, 0.1, 0.0], [-0.1, 0.0, 0.0], [0.0, 0.1, 0.0], [0.0, 0.0, -0.1], [0.1, 0.0, -0.3], [-0.1, -0.1, -0.1], [-0.1, -0.1, 0.1], [-0.2, 0.9, -0.5], [0.8, 0.2, 0.0], [0.0, 0.0, -0.1], [0.3, 0.1, -0.1], [0.0, 0.1, -0.1], [-0.4, 0.5, -0.2], [-0.1, 0.0, 0.0], [0.2, 0.5, -0.2], [-0.6, -0.1, -0.1], [0.1, 0.0, 0.0], [-0.1, 0.0, -0.2], [0.5, 0.2, -0.4], [-0.3, 0.1, 0.1], [-0.2, 0.1, 0.0], [-0.2, -0.1, -0.2], [0.0, -0.1, 0.0], [0.0, 0.0, 0.1], [0.2, 0.1, -0.1], [-0.4, -0.3, 0.5], [0.0, 0.0, 0.0], [0.1, 0.0, 0.0], [0.2, -0.3, 0.1], [-0.1, -0.2, -0.1], [-0.3, 0.1, 0.1], [0.0, 0.0, 0.0], [0.3, 0.1, -0.1], [0.3, 0.1, -0.2], [-0.1, 0.1, -0.1], [0.2, -0.5, 0.2], [-0.1, 0.0, -0.4], [0.0, 0.0, 0.1], [0.1, 0.3, 0.2], [0.2, -0.1, 0.1], [-0.1, 0.0, -0.1], [0.1, -0.1, 0.0], [-0.1, -0.1, 0.2], [-0.1, 0.0, -0.1], [0.3, -0.2, 1.3], [0.2, -0.1, 0.0], [0.0, 0.0, 0.0], [-0.1, 0.0, 0.7], [0.0, 0.1, 0.0], [0.1, 0.2, 0.0], [0.0, 0.1, 0.2], [0.2, 0.0, -0.1], [0.0, 0.0, 0.2], [-0.2, -0.1, 0.0], [0.1, 0.0, 0.1], [-0.2, 0.3, -0.1], [0.0, 0.0, 0.0], [0.1, 0.0, 0.0], [0.0, 0.0, 0.0], [-0.1, -0.1, 0.0], [0.2, -0.1, -0.4], [0.1, 0.0, 0.0], [-0.1, -0.1, 0.0], [0.0, 0.0, -0.1], [-0.1, 0.0, 0.0], [0.0, 0.0, 0.0], [0.0, -0.1, 0.0], [0.1, 0.3, -0.1], [-0.1, -0.2, 0.1], [0.0, -0.1, 0.3]], "total_energy_ev": -179671.5189, "multiplicity": 1, "e_lumo_ha": -0.0002}